--- 1 ---
Below is C11H11NO in the gas phase, with properties calculated with wB97M-V/def2-TZVPD.

Last column: Löwdin charge in e.
CARTESIAN COORDINATES (ANGSTROEM)
H 1.371 -0.696 2.701  0.05
N 1.458 -1.461 2.077  0.19
C 1.404 -1.199 0.888  -0.27
C 1.689 -1.913 -0.387  -0.02
C 1.706 -0.624 -1.225  -0.36
O 1.984 -0.321 -2.346  0.14
C 1.174 0.151 -0.047  -0.29
C 1.862 1.495 0.197  0.01
C -0.343 0.297 -0.107  -0.16
C -1.077 1.121 0.811  0.00
C -2.483 1.172 0.812  -0.06
C -3.176 0.381 -0.089  -0.08
C -2.433 -0.428 -0.953  -0.08
C -1.045 -0.421 -1.049  -0.04
H 2.533 -2.468 -0.555  0.10
H 0.799 -2.496 -0.538  0.13
H 1.712 1.577 1.247  0.07
H 1.239 2.315 -0.239  0.12
H 2.834 1.505 -0.103  0.05
H -0.450 1.733 1.387  0.08
H -2.989 1.867 1.406  0.08
H -4.173 0.433 -0.289  0.07
H -3.032 -0.976 -1.756  0.13
H -0.564 -1.044 -1.844  0.13

Computed properties:
gap between HOMO and LUMO	0.354	Eh
SMILES	[H]/N=C1/CC(=O)[C@@]1(C)c1ccccc1

---

--- 2 ---
Below is C11H11NO in the gas phase, with properties calculated with wB97M-V/def2-TZVPD.

Last column: Löwdin charge in e.
CARTESIAN COORDINATES (ANGSTROEM)
O -3.367 -1.980 -0.519  0.05
C -2.538 -1.109 -0.204  -0.48
C -2.926 0.039 0.746  -0.10
C -2.190 1.382 0.528  -0.15
C -1.183 1.263 -0.679  -0.09
C -0.526 -0.046 -0.540  -0.29
C 0.891 -0.202 -0.391  -0.13
C 1.793 0.920 -0.505  0.01
C 3.136 0.629 -0.156  -0.09
C 3.552 -0.603 0.296  -0.08
C 2.660 -1.703 0.255  -0.09
C 1.399 -1.524 -0.229  -0.03
N -1.240 -1.052 -0.447  0.18
H -4.028 0.192 0.589  0.13
H -2.495 -0.373 1.752  0.16
H -1.562 1.464 1.390  0.09
H -2.889 2.277 0.507  0.13
H -1.790 1.115 -1.626  0.16
H -0.440 1.969 -0.821  0.07
H 1.640 1.789 -1.144  0.11
H 3.777 1.443 -0.059  0.08
H 4.579 -0.769 0.664  0.11
H 3.005 -2.690 0.662  0.12
H 0.744 -2.435 -0.069  0.14

Computed properties:
gap between HOMO and LUMO	0.314	Eh
SMILES	O=C1CCCC(c2ccccc2)=N1

---

Which structure is most stable? 2, by 0.633 eV over the runner-up.

---

--- 1 ---
Below is 2 unconnected molecules or ions with the total composition C5H11O, with properties calculated with wB97M-V/def2-TZVPD.

Last column: Löwdin charge in e.
CARTESIAN COORDINATES (ANGSTROEM)
C -0.307 2.662 0.306  -0.44
O -0.031 1.666 1.184  -0.42
H -0.966 2.363 -0.553  0.03
H -0.858 3.520 0.749  0.03
H 0.601 3.066 -0.212  0.04
C -1.815 -0.880 -0.284  -0.14
C -0.328 -0.678 -0.165  -0.20
C 0.539 -1.626 -0.516  -0.24
C 2.040 -1.529 -0.463  -0.14
H -2.071 -1.609 -1.065  0.05
H -2.212 -1.250 0.668  0.06
H -2.301 0.074 -0.493  0.05
H -0.069 0.323 0.460  0.06
H 0.136 -2.578 -0.891  0.07
H 2.337 -0.483 -0.392  0.07
H 2.455 -2.090 0.385  0.05
H 2.496 -1.970 -1.356  0.05

Computed properties:
gap between HOMO and LUMO	0.250	Eh
charge	-1

---

--- 2 ---
Below is 2 unconnected molecules or ions with the total composition C5H11O, with properties calculated with wB97M-V/def2-TZVPD.

Last column: Löwdin charge in e.
CARTESIAN COORDINATES (ANGSTROEM)
C -1.197 -2.012 0.449  -0.38
O -1.671 -0.745 0.858  -0.50
H -1.368 -2.113 -0.693  0.05
H -0.072 -2.046 0.641  0.04
H -1.609 -2.906 1.050  0.04
C 0.685 0.701 1.175  -0.11
C 0.683 0.805 -0.326  -0.42
C 1.748 0.434 -1.100  -0.02
C -0.646 1.267 -0.884  -0.09
H 0.543 1.733 1.590  0.08
H 1.579 0.260 1.621  0.06
H -0.234 0.108 1.408  0.03
H 1.769 0.411 -2.188  0.03
H 2.599 -0.013 -0.523  0.04
H -0.547 1.128 -1.942  0.05
H -0.873 2.354 -0.704  0.08
H -1.389 0.635 -0.431  0.03

Computed properties:
gap between HOMO and LUMO	0.248	Eh
charge	-1

---

Which structure is most stable? 1, by 0.097 eV over the runner-up.

---

--- 1 ---
Below is C2H2N4 in the gas phase, with properties calculated with wB97M-V/def2-TZVPD.

Last column: Löwdin charge in e.
CARTESIAN COORDINATES (ANGSTROEM)
C -1.302 -0.031 0.005  -0.18
N -0.656 -1.136 -0.071  -0.01
N 0.671 -1.231 -0.066  0.05
C 1.290 -0.042 0.059  -0.15
N 0.674 1.198 -0.106  0.02
N -0.625 1.213 -0.027  0.03
H -2.445 -0.048 0.113  0.13
H 2.392 0.077 0.091  0.11

Computed properties:
gap between HOMO and LUMO	0.317	Eh
SMILES	c1nncnn1

---

--- 2 ---
Below is 2 unconnected molecules or ions with the total composition C2H2N4, with properties calculated with wB97M-V/def2-TZVPD.

Last column: Löwdin charge in e.
CARTESIAN COORDINATES (ANGSTROEM)
C 0.854 -0.059 -0.901  -0.40
C -1.071 -1.672 0.111  -0.16
N 1.122 -0.146 -2.013  0.20
N -1.977 -2.369 -0.009  -0.03
N 0.386 1.208 0.725  0.10
N 0.678 -0.010 0.415  -0.01
H 0.103 1.301 1.693  0.14
H -0.096 1.746 -0.022  0.16

Computed properties:
gap between HOMO and LUMO (spin up / spin down)	0.326 / 0.258	Eh

---

Which structure is most stable? 1, by 2.873 eV over the runner-up.

---

--- 1 ---
Below is 2 unconnected molecules or ions with the total composition C3H8O3S, with properties calculated with wB97M-V/def2-TZVPD.

Last column: Löwdin charge in e.
CARTESIAN COORDINATES (ANGSTROEM)
O 1.812 0.599 -0.380  0.11
C 0.646 0.650 -0.112  -0.55
O 0.174 1.576 0.759  0.10
C -0.411 -0.219 -0.691  -0.18
C -0.444 -0.057 -2.231  -0.57
S -1.617 -1.226 -2.954  0.71
H 0.976 2.120 0.951  0.14
H -0.236 -1.263 -0.472  0.12
H -1.389 0.110 -0.350  0.11
H 0.556 -0.190 -2.641  0.07
H -0.698 0.984 -2.431  0.08
H -2.022 -0.526 -4.024  -0.15
O 0.521 -0.781 4.842  -0.06
H 1.221 -0.177 4.571  0.03
H 0.910 -1.598 5.163  0.03

Computed properties:
gap between HOMO and LUMO	0.363	Eh
SMILES	O=C(O)CCS.O

---

--- 2 ---
Below is 2 unconnected molecules or ions with the total composition C3H8O3S, with properties calculated with wB97M-V/def2-TZVPD.

Last column: Löwdin charge in e.
CARTESIAN COORDINATES (ANGSTROEM)
C 0.000 0.000 0.000  -0.40
S -0.765 -1.489 -0.694  0.83
C -1.946 -0.763 -1.794  -0.43
C -2.846 -1.782 -2.476  -0.54
O -2.745 -2.139 -3.675  0.06
O -3.870 -2.074 -1.674  0.08
H -0.787 0.609 0.476  0.04
H 0.512 0.617 -0.757  0.04
H 0.733 -0.292 0.771  0.04
H -1.229 -0.333 -2.520  0.09
H -2.466 0.078 -1.297  0.10
H -3.684 -1.994 -0.699  0.04
O -3.239 -2.083 0.817  -0.09
H -3.242 -1.126 1.044  0.08
H -2.367 -2.411 1.137  0.05

Computed properties:
gap between HOMO and LUMO	0.339	Eh
SMILES	CSCC(=O)O.O

---

Which structure is most stable? 1, by 0.536 eV over the runner-up.

---

--- 1 ---
Below is 2 unconnected molecules or ions with the total composition C3H3O2, with properties calculated with wB97M-V/def2-TZVPD.

Last column: Löwdin charge in e.
CARTESIAN COORDINATES (ANGSTROEM)
C -0.175 0.027 0.873  -0.01
C -1.257 -0.338 0.228  -0.19
C 1.124 0.174 -1.033  0.10
O -2.128 -0.709 -0.431  0.30
O 1.347 -0.768 -1.617  0.28
H 0.357 -0.764 1.393  0.12
H -0.321 1.017 1.519  0.18
H 1.053 1.360 -0.932  0.22

Computed properties:
gap between HOMO and LUMO	0.351	Eh
charge	+1

---

--- 2 ---
Below is a gas-phase ion, C3H3O2 (charge +1), with properties calculated with wB97M-V/def2-TZVPD.

Last column: Löwdin charge in e.
CARTESIAN COORDINATES (ANGSTROEM)
C -0.339 0.088 0.053  0.15
C 0.875 -1.117 -0.035  0.13
C 0.502 1.153 -0.071  -0.06
O 1.941 -0.487 0.021  0.13
O 1.801 0.891 0.045  0.12
H -1.402 -0.185 0.148  0.13
H 0.647 -2.228 -0.197  0.21
H 0.381 2.263 -0.191  0.19

Computed properties:
gap between HOMO and LUMO	0.382	Eh
charge	+1

---

Which structure is most stable? 1, by 2.046 eV over the runner-up.

---

--- 1 ---
Below is 2 unconnected molecules or ions with the total composition C2H8BNO3, with properties calculated with wB97M-V/def2-TZVPD.

Last column: Löwdin charge in e.
CARTESIAN COORDINATES (ANGSTROEM)
B 0.478 0.184 -0.499  -0.38
C 2.662 1.150 0.084  0.00
C -0.405 -2.027 -0.078  -0.01
N -2.868 1.089 0.389  -0.17
O 1.301 1.183 -0.408  0.08
O 0.651 -1.017 -0.120  0.10
O -2.480 0.075 -0.369  -0.32
H 2.804 1.454 1.092  0.08
H 3.227 1.818 -0.530  0.09
H 2.874 0.056 0.143  0.11
H 0.105 -2.892 -0.729  0.14
H -1.419 -1.855 -0.534  0.09
H -0.403 -2.252 0.918  0.06
H -2.690 1.956 -0.116  0.06
H -3.838 1.076 0.757  0.07

Computed properties:
gap between HOMO and LUMO (spin up / spin down)	0.204 / 0.167	Eh

---

--- 2 ---
Below is 2 unconnected molecules or ions with the total composition C2H8BNO3, with properties calculated with wB97M-V/def2-TZVPD.

Last column: Löwdin charge in e.
CARTESIAN COORDINATES (ANGSTROEM)
B 2.019 0.189 -0.072  -0.91
C -1.176 -0.811 0.818  -0.13
C -1.645 0.946 -0.583  -0.13
N -0.692 -0.091 -0.321  -0.04
O 1.925 -0.774 -1.060  0.18
O 3.261 0.377 0.562  0.18
O 1.047 0.865 0.483  0.21
H -0.573 -1.695 0.767  0.07
H -1.218 -0.420 1.862  0.11
H -2.354 -0.988 0.498  0.16
H -1.046 1.775 -0.780  0.07
H -2.241 0.625 -1.480  0.12
H -2.348 1.213 0.139  0.06
H 1.125 -1.173 -0.966  0.01
H 3.916 -0.038 0.133  0.02

Computed properties:
gap between HOMO and LUMO (spin up / spin down)	0.320 / 0.365	Eh

---

Which structure is most stable? 2, by 4.409 eV over the runner-up.